Here is 13 unconnected molecules or ions with the total composition C52H104O13 from the Open Molecules 2025 dataset. Energies are from the ωB97M-V functional and the def2-TZVPD basis.

Geometry as XYZ:
```
169
C52H104O13 (the ωB97M-V functional and the def2-TZVPD basis)
O -4.641 -2.286 -4.452
O -2.292 3.246 2.090
O -1.114 -2.560 5.125
O 3.361 -0.940 2.812
O -0.292 2.870 4.791
O -7.376 -0.550 -1.246
O 3.149 -2.865 -3.177
O -2.834 2.632 -1.725
O -0.432 -1.460 -0.248
O 2.284 6.460 -1.656
O 4.364 0.099 -2.451
O -2.705 -5.283 -1.604
O 5.395 3.863 1.769
C -0.552 -2.466 3.816
C 1.966 2.669 5.473
C -3.664 3.363 1.917
C 1.219 4.357 -1.217
C 2.970 -2.947 -1.741
C 5.013 -2.540 2.525
C 1.272 5.843 -0.853
C -3.472 3.872 -1.814
C 5.307 1.466 -4.148
C 4.401 -4.687 -2.410
C 0.754 3.611 5.405
C 5.494 0.197 -3.310
C 4.240 -3.650 -1.301
C -2.444 4.929 0.502
C 4.623 -2.470 4.013
C -0.461 -3.589 5.855
C 3.786 2.241 1.344
C -5.169 2.235 -1.988
C -1.631 -0.784 0.179
C -3.868 4.543 0.921
C -3.954 -5.448 -0.955
C 5.144 1.532 1.450
C -6.745 -1.276 -2.304
C 0.568 -0.478 -0.507
C -1.744 -4.870 -0.646
C -3.815 1.576 -1.561
C -2.452 -2.854 -3.898
C 0.338 2.056 3.801
C 3.277 0.799 -3.060
C 3.916 -1.104 4.097
C 2.446 4.167 -2.099
C -3.860 -1.138 -4.767
C -2.549 -4.132 0.422
C 6.127 2.660 1.833
C -3.777 -3.425 -4.387
C -3.701 -5.107 0.542
C 4.019 3.583 2.021
C 0.000 0.911 -0.142
C -6.324 -2.584 -1.641
C 4.021 -3.868 -3.655
C 3.773 -1.933 1.888
C 0.263 -3.772 3.619
C 2.633 5.546 -2.683
C -4.778 3.606 -2.537
C -1.541 3.817 1.016
C -6.623 -0.790 -0.051
C 3.931 1.995 -3.748
C -1.234 0.561 0.726
C -2.390 -1.554 -4.688
C 1.660 1.614 4.430
C -5.772 -2.022 -0.339
C -0.219 -4.629 4.767
H 0.936 4.537 4.840
H 5.157 0.731 2.185
H 5.496 1.313 -5.212
H -5.768 2.308 -1.080
H 3.958 -3.269 4.338
H -2.016 -4.008 1.366
H 1.451 0.655 4.901
H 2.785 0.151 -3.795
H -0.338 1.222 3.604
H -0.370 1.366 -1.066
H 0.739 1.586 0.286
H 2.920 1.641 1.627
H -2.009 -1.776 -5.686
H 2.068 -3.539 -1.550
H 5.573 -0.685 -3.951
H -4.601 -4.703 1.008
H 6.097 2.187 -3.920
H -0.628 4.184 1.484
H 5.333 1.138 0.450
H -3.754 -3.983 -5.330
H -1.179 -5.691 -0.192
H -4.674 3.505 -3.618
H 3.802 -5.576 -2.213
H 0.276 3.980 -1.628
H -2.076 -1.391 0.965
H -1.299 3.047 0.276
H -5.991 0.076 0.176
H -2.104 5.857 0.962
H 0.283 6.254 -1.081
H 4.183 -4.073 -0.294
H 2.788 -1.915 -1.452
H 3.773 3.661 3.088
H -7.397 -1.416 -3.166
H -5.739 1.693 -2.739
H 5.904 -1.962 2.290
H -4.206 2.505 1.499
H -5.909 -2.662 0.541
H -5.468 4.433 -2.364
H 0.841 -0.418 -1.563
H -4.452 5.365 1.331
H 6.966 2.746 1.144
H 2.569 1.010 -2.260
H -2.556 -2.632 -2.835
H 1.926 2.301 6.500
H -1.047 -4.180 -1.125
H -2.013 1.294 0.522
H 4.548 -0.280 4.442
H -3.854 1.456 -0.478
H 3.325 3.813 -1.553
H 5.057 -2.925 -1.256
H -1.075 -4.025 6.643
H -7.311 -0.957 0.776
H 3.671 5.583 -3.024
H -4.364 -6.460 -0.881
H 2.461 1.633 3.695
H -4.363 4.270 -0.014
H -3.528 0.692 -2.120
H -2.830 4.579 -2.350
H -4.197 3.606 2.838
H 2.960 -2.634 1.694
H 2.944 3.117 5.301
H 5.444 -5.014 -2.380
H 1.545 6.013 0.188
H 3.106 -1.201 4.830
H -4.165 -0.735 -5.740
H -1.612 -3.512 -4.113
H -5.888 -0.744 -2.732
H -7.170 -3.245 -1.465
H -4.078 -0.272 -4.128
H 2.336 3.394 -2.866
H -4.264 -4.106 -3.684
H -4.724 -4.769 -1.315
H 3.960 2.858 -3.083
H 3.538 -4.560 -4.346
H -1.370 -2.533 3.096
H 0.257 -4.281 2.653
H -2.865 -3.153 0.066
H -2.239 -0.689 -0.724
H -1.769 -0.796 -4.214
H 5.518 -2.532 4.637
H 0.458 -3.257 6.348
H 2.018 5.698 -3.576
H 1.377 -0.764 0.172
H -0.860 0.647 1.746
H -2.356 4.986 -0.585
H -1.190 -5.027 4.457
H 6.500 2.389 2.829
H 0.414 -5.453 5.097
H 4.118 -1.386 1.006
H 1.347 -3.624 3.728
H 4.952 -3.433 -4.022
H -3.648 4.374 -0.851
H 3.421 4.389 1.588
H 1.182 3.722 -0.320
H 6.371 0.273 -2.670
H -5.548 -3.070 -2.226
H 0.404 3.922 6.391
H 0.481 2.523 2.818
H 3.573 2.439 0.288
H 0.069 -1.582 3.682
H 5.143 -3.560 2.156
H -4.696 -1.843 -0.372
H -3.356 -5.977 1.104
H 3.301 2.303 -4.587
```

Multiplicity: 1

Here are the Mulliken charges for atoms 1 to 2, given in e:
1. O -0.46
2. O -0.41

=====

Here is 12 unconnected molecules or ions with the total composition C52H110N2O10 from the Open Molecules 2025 dataset. Energies are from the ωB97M-V functional and the def2-TZVPD basis.

Geometry as XYZ:
```
174
C52H110N2O10 (the ωB97M-V functional and the def2-TZVPD basis)
O -2.744 -0.473 -3.906
O -3.299 -5.086 -2.261
O 4.383 -3.042 3.259
O 1.485 -3.787 -3.280
O 2.959 0.790 -1.950
O 0.749 -0.651 1.659
O -4.568 -2.203 0.605
O 5.508 1.492 3.396
O -0.570 -5.380 1.101
O 0.599 4.417 -3.098
N -3.426 3.428 2.780
N 2.138 5.492 1.184
C -1.178 3.448 -4.160
C -5.818 -1.583 0.868
C -4.040 4.262 0.517
C 0.450 -6.458 2.922
C -5.733 -0.925 2.246
C -4.189 -6.141 -1.838
C 3.163 -3.673 1.358
C 4.127 4.579 -0.033
C -1.459 1.934 2.547
C -4.741 -1.241 -2.938
C -3.974 4.585 4.897
C 4.598 1.197 2.351
C 3.770 2.439 -3.369
C 2.053 -2.502 -3.087
C 1.180 0.044 0.493
C 2.491 1.879 -2.708
C 2.610 4.574 0.136
C 0.268 6.679 -0.037
C -0.026 -0.211 -0.449
C -3.899 -0.391 -2.010
C -2.954 2.132 2.290
C -0.575 -5.401 2.507
C 4.199 0.289 -2.359
C 6.650 0.135 1.928
C -3.861 -6.374 -0.373
C 0.177 -6.459 0.547
C 0.363 -7.404 1.736
C 1.592 -1.630 -4.261
C 0.201 -2.221 -4.520
C -3.652 -1.984 1.696
C -0.124 3.718 -5.215
C 0.289 -3.667 -4.059
C 0.702 5.681 1.014
C 5.312 -3.607 2.345
C 4.919 1.526 -2.941
C -0.128 -1.724 1.376
C -4.481 3.986 1.949
C -4.533 -1.649 2.874
C -3.559 -4.984 0.150
C 0.934 4.562 -4.470
C 3.088 -2.938 2.690
C -3.196 0.526 -3.012
C 6.816 1.353 2.850
C -0.487 -1.606 -0.111
C -3.795 -1.419 -4.174
C 2.327 6.150 3.590
C -2.935 -4.350 -1.089
C 5.352 0.492 1.218
C -0.406 3.437 -2.835
C -3.776 3.246 4.199
C 2.479 5.057 2.521
C 4.435 -4.516 1.449
H -1.556 -1.661 -0.308
H 1.172 -6.068 0.302
H 1.959 4.218 -4.589
H 0.718 5.588 -4.774
H 5.922 -2.888 1.785
H -2.018 4.141 -4.224
H -4.920 5.007 4.549
H 2.052 4.822 -0.769
H 2.685 7.126 3.249
H -0.611 -3.970 -3.523
H -0.088 -2.149 -5.572
H -5.669 -0.698 -3.150
H 5.586 2.044 -2.245
H -5.367 3.326 1.959
H -6.663 -0.993 2.808
H -0.069 2.412 -2.678
H 1.252 -8.036 1.754
H -0.536 -8.020 1.852
H 0.304 -2.658 1.739
H -3.167 -1.001 -1.486
H 1.715 1.568 -3.417
H -0.945 2.878 2.736
H 4.164 2.073 1.847
H 6.538 -0.744 2.563
H 5.538 1.089 0.323
H 2.041 2.609 -2.032
H 3.641 2.259 -4.441
H -4.095 4.565 5.981
H 2.805 -1.887 2.610
H 5.600 1.325 -3.770
H -2.932 -3.263 -1.183
H -3.072 2.577 4.694
H 1.921 4.189 2.912
H -3.915 1.171 -3.533
H -5.174 -2.158 -2.535
H 0.175 6.026 1.906
H 3.800 0.586 2.771
H -3.317 -2.396 -4.259
H -4.742 -6.753 0.153
H 2.223 3.564 0.357
H -3.048 -7.063 -0.131
H 2.971 5.965 4.449
H 4.495 5.584 -0.243
H -4.693 2.634 4.204
H -5.557 0.151 2.157
H 4.789 -0.376 0.864
H -2.968 -2.819 1.826
H 3.504 4.679 2.501
H -0.617 -1.694 -4.022
H 2.036 -0.371 -0.048
H -1.611 2.461 -4.355
H -3.730 3.395 -0.065
H -1.052 3.748 -2.016
H 4.730 -0.089 -1.488
H -4.467 0.263 -1.338
H -4.070 -1.018 3.632
H 2.315 -3.450 3.273
H -1.854 -4.544 -0.992
H -3.238 5.000 0.555
H -4.170 -1.173 -5.170
H -0.825 6.736 -0.007
H -1.509 -5.756 2.965
H 4.187 -0.483 -3.136
H 4.346 3.994 -0.930
H -4.522 -4.528 0.394
H -4.894 -2.590 3.295
H -0.996 -1.479 2.001
H 0.321 -6.845 3.929
H -1.183 1.262 3.363
H -5.239 -5.867 -1.998
H 0.593 7.716 0.087
H 7.546 1.214 3.652
H 1.458 -6.021 2.893
H 1.314 1.078 0.802
H 1.263 6.250 3.793
H -3.446 1.270 2.771
H -0.308 -4.416 2.893
H -3.087 -1.143 1.273
H -0.951 1.488 1.688
H 0.099 -2.329 -0.678
H 1.779 -2.033 -2.136
H -4.011 -6.929 -2.574
H 4.674 4.198 0.826
H -4.888 4.647 -0.054
H 2.201 -1.729 -5.155
H 0.217 -0.169 -1.515
H 3.321 -2.996 0.509
H -2.989 -4.857 1.063
H -0.229 -7.053 -0.268
H -2.452 1.157 -2.528
H -3.149 5.259 4.674
H 6.029 -4.140 2.972
H -6.567 -2.384 0.912
H 3.949 3.475 -3.096
H 0.248 4.717 0.730
H 3.146 -2.526 -3.063
H 0.285 2.780 -5.610
H -0.732 0.600 -0.247
H 4.880 -4.720 0.477
H 0.536 6.462 -1.076
H 7.495 -0.087 1.272
H 2.264 -4.209 1.050
H 1.499 -0.623 -3.851
H 0.457 -4.280 -4.950
H 7.163 2.300 2.414
H -0.513 4.130 -6.149
H -3.166 1.959 1.238
H -6.119 -0.938 0.040
H -4.777 4.941 2.389
H 4.320 -5.454 1.993
```

Multiplicity: 1

Here are the Mulliken charges for atoms 1 to 2, given in e:
1. O -0.37
2. O -0.51

=====

Highest occupied orbital energy for the records above, in order: -9.3, -8.2 eV
Energy relative to the best compared isomer or geometry (same formula, charge and spin) for the records above, in order: 3.521, 3.100 eV
Maximum force for the records above, in order: 3.4, 2.7 eV Å⁻¹